46
Properties=species:S:1:pos:R:3:forces:R:3 method="wB97M-V/def2-TZVPD" total_charge=-1 orbital_gap_ev=3.255 homo_energy_ev=-2.52 max_force_ev_per_a=3.70 relative_energy_ev=0.000 multiplicity=1 e_tot_ev=-138457.741
C -3.81424 0.89812 3.61466 0.1 -1.0 0.3
C -2.52974 0.08804 3.12902 0.0 1.3 0.4
C -1.85542 0.87504 1.90588 -0.4 -1.9 0.1
Br -1.35288 2.64155 2.57410 0.0 -0.2 -0.3
C -0.80533 -0.07279 1.27365 3.0 -1.7 -1.3
C -1.35854 -1.28650 0.46011 3.0 -0.1 0.3
P -3.13999 -1.76694 0.21133 -0.1 -0.3 -1.2
O -4.24340 -0.61858 0.75520 1.2 0.1 -0.2
I -3.45111 -3.64305 1.83880 -0.1 0.5 0.2
C -0.44048 -2.22675 -0.21371 -1.4 0.2 -0.1
C -0.99216 -3.44134 -1.06939 1.0 0.1 0.3
C 1.05284 -2.11724 -0.17264 0.0 1.9 1.1
N 2.01664 -2.88207 -0.76210 -0.5 1.7 1.5
S 3.49499 -2.23360 -0.29703 -3.1 1.0 0.7
N 2.95177 -0.97170 0.66651 -1.5 -0.6 -0.5
C 1.58502 -0.96843 0.66295 0.0 -1.5 -1.0
C 0.64097 0.00543 1.34978 -1.0 -0.1 0.7
C 1.35632 1.09750 2.16853 0.2 1.0 -1.5
I 1.73639 0.82099 4.28515 -0.3 -0.2 -1.1
C 1.79942 2.24847 1.58870 0.4 -0.7 0.9
C 2.57571 3.40465 2.29557 -0.7 0.0 -0.4
I 1.38634 2.48767 -0.51687 0.3 -0.1 0.9
H -3.62556 1.39472 4.60548 -0.1 -0.4 -1.0
H -4.64051 0.14495 3.77407 0.6 1.1 -0.3
H -4.08060 1.69155 2.87023 0.0 -0.9 0.7
H -2.74075 -0.97962 2.86642 0.0 1.1 0.1
H -1.81925 0.06615 4.00933 -0.4 0.0 -1.2
H -2.60989 1.09514 1.09371 0.8 -0.2 1.2
H -4.25458 0.08600 0.07098 -0.2 -0.5 0.4
H -1.18890 -3.11595 -2.13178 -0.1 -0.2 1.2
H -0.17396 -4.22193 -1.14332 -0.8 1.0 0.2
H -1.86616 -3.94858 -0.58831 0.7 0.6 -0.6
H 2.42683 4.34659 1.70492 0.2 -0.9 0.6
H 2.14835 3.55316 3.32279 0.4 -0.1 -0.9
H 3.68059 3.21787 2.39219 -1.1 -0.1 -0.2
C 2.09083 1.53020 -4.99530 0.6 0.5 0.6
C 1.37016 0.39437 -4.23871 0.4 -0.9 -2.1
C 2.38238 -0.73442 -3.94751 0.7 0.2 0.7
O 0.40649 -0.09678 -5.03203 -1.0 0.1 0.5
H 2.51066 1.18921 -5.94699 -0.2 -0.2 0.1
H 1.40984 2.36122 -5.20378 -0.1 -0.2 0.0
H 2.92318 1.93153 -4.39427 0.1 0.1 0.0
H 1.09417 0.81783 -3.24484 -0.4 0.1 0.4
H 2.81185 -1.14892 -4.86508 -0.2 0.1 -0.1
H 1.91342 -1.55356 -3.39261 -0.1 0.1 -0.1
H 3.21830 -0.35921 -3.33379 0.1 -0.1 0.1

***

50
Properties=species:S:1:pos:R:3:forces:R:3 method="wB97M-V/def2-TZVPD" total_charge=+2 orbital_gap_ev="5.108 / 5.609" homo_energy_ev="-15.08 / -15.09" max_force_ev_per_a=0.46 relative_energy_ev=0.631 multiplicity=2 e_tot_ev=-97966.697
Co 0.05106 -0.16493 -0.10570 0.4 0.2 0.1
C 2.99027 0.99518 -0.18365 0.0 0.1 0.0
O 2.06774 -0.12116 -0.20555 -0.2 -0.2 0.1
C 2.68036 -1.37592 -0.56012 0.0 -0.1 0.0
C 1.61331 -2.41594 -0.32526 0.0 0.0 0.0
O 0.35564 -1.94001 -0.87961 0.0 0.0 0.1
C 0.24895 -2.17305 -2.32560 0.0 0.1 0.0
H 3.68805 0.86458 0.64179 0.0 0.0 0.0
H 2.40077 1.89588 -0.05448 0.0 0.0 0.0
H 3.52170 1.02794 -1.13359 0.0 0.0 0.0
H 3.53966 -1.55994 0.08729 0.0 0.0 0.0
H 3.01738 -1.33088 -1.59698 0.0 0.0 0.0
H 1.44220 -2.55956 0.74334 0.0 0.0 0.0
H 1.85409 -3.37873 -0.77179 0.0 0.0 0.0
H 0.47261 -3.22383 -2.49124 0.0 0.0 0.0
H 0.94421 -1.52718 -2.85721 0.0 0.0 0.0
H -0.77152 -1.95760 -2.60911 0.0 0.0 0.0
O -1.93864 -1.84814 1.13403 0.1 0.3 0.0
N -1.21704 -1.02020 1.15081 0.1 -0.2 -0.4
O 0.13659 1.40970 0.84200 0.0 -0.1 -0.1
S -0.98942 2.50544 0.95987 -0.1 0.0 0.1
C -1.96352 1.94639 2.32631 0.0 0.0 0.0
C -1.36359 1.36166 3.43979 0.0 0.0 0.0
C -2.17393 0.95823 4.48757 0.0 0.0 0.0
C -3.55012 1.16192 4.42210 0.0 0.0 0.0
C -4.12970 1.75738 3.30996 0.0 0.0 0.0
C -3.33460 2.14585 2.24085 0.0 0.0 0.0
C -0.09650 3.86880 1.64954 0.2 -0.2 -0.1
C -0.77425 5.07596 1.67360 -0.1 0.2 0.0
C -0.13474 6.17645 2.22026 0.0 0.0 0.0
C 1.15891 6.05954 2.71339 -0.1 0.2 0.0
C 1.82011 4.84339 2.66872 0.1 -0.2 0.0
C 1.19628 3.72724 2.13174 0.0 0.0 0.1
H -0.28764 1.24460 3.48961 0.0 0.0 0.0
H -1.73563 0.50329 5.36557 0.0 0.0 0.0
H -4.17419 0.85670 5.25132 0.0 0.0 0.0
H -5.19916 1.91057 3.26934 0.0 0.0 0.0
H -3.77361 2.58633 1.35408 0.0 0.0 0.0
H -1.77805 5.17631 1.27787 0.0 -0.1 0.0
H -0.65225 7.12534 2.24875 0.0 0.0 0.0
H 1.65086 6.92718 3.13141 0.0 0.0 0.0
H 2.82670 4.74781 3.05263 0.0 0.1 0.0
H 1.70938 2.77605 2.10084 -0.1 0.0 0.0
F -2.43458 0.61115 -3.68706 0.0 -0.1 0.0
Te -2.72413 0.47901 -1.88949 -0.2 0.2 0.0
F -2.79662 -1.37380 -1.98675 0.0 0.0 0.1
F -4.53575 0.49623 -2.12212 0.1 0.0 0.0
F -3.05216 0.29116 -0.04277 -0.1 0.1 -0.1
F -2.80000 2.30980 -1.71674 0.0 -0.1 0.0
O -0.90460 0.44111 -1.52515 -0.2 -0.1 0.0